Entry 1:
18 unconnected molecules or ions with the total composition C23H33Cl49 in a non-equilibrium geometry, computed with the ωB97M-V functional and the def2-TZVPD basis.

The spin multiplicity is 1. The value obtained for the energy relative to the best compared isomer or geometry (same formula, charge and spin) is 23.4 kcal/mol. Its total energy is -637984.4821 eV. The largest force on an atom comes out at 2.276 eV/A. For the frontier orbital gap, the calculation gives 0.3862 hartree.

Geometry (Å):
Cl  -4.20  4.10  2.23
C  -2.69  4.25  3.18
C  -1.53  3.44  2.51
Cl  -1.99  1.71  2.36
H  -2.77  3.92  4.22
H  -2.44  5.30  3.10
H  -0.59  3.34  3.06
H  -1.34  3.80  1.50
Cl  3.18  -5.19  3.28
C  2.73  -5.63  1.66
C  3.76  -6.64  1.04
Cl  3.22  -7.25  -0.52
H  2.46  -4.82  0.98
H  1.76  -6.11  1.74
H  3.78  -7.54  1.65
H  4.76  -6.24  0.82
Cl  -0.80  1.11  -1.93
C  -0.52  0.26  -0.46
C  0.30  -1.05  -0.79
Cl  0.37  -2.03  0.65
H  -1.53  0.19  -0.05
H  0.00  0.94  0.21
H  1.29  -0.85  -1.18
H  -0.31  -1.65  -1.46
Cl  2.29  4.31  7.30
C  2.94  2.78  6.62
C  3.44  2.94  5.16
Cl  2.13  3.16  3.99
H  2.08  2.13  6.47
H  3.72  2.42  7.29
H  4.09  2.17  4.75
H  4.03  3.86  5.13
Cl  -1.47  2.35  5.82
C  -1.93  0.67  5.68
C  -1.66  -0.17  6.96
Cl  -2.80  0.37  8.21
H  -1.41  0.33  4.78
H  -3.02  0.61  5.60
H  -0.70  -0.07  7.47
H  -1.82  -1.23  6.77
C  1.86  -2.10  5.03
Cl  0.61  -2.78  3.94
Cl  2.16  -3.43  6.28
Cl  1.27  -0.63  5.79
H  2.82  -2.03  4.52
C  3.84  0.61  -4.99
Cl  5.28  -0.18  -4.48
Cl  2.38  -0.08  -4.18
Cl  3.92  0.82  -6.70
H  3.93  1.59  -4.53
C  -0.19  3.86  -4.86
Cl  -1.53  3.57  -5.87
Cl  -0.63  4.77  -3.39
Cl  1.14  4.75  -5.78
H  0.16  2.92  -4.43
C  -1.30  6.50  -0.38
Cl  -0.86  7.64  -1.70
Cl  -2.98  6.69  0.12
Cl  -0.22  6.83  1.02
H  -1.12  5.49  -0.75
C  2.61  4.80  -0.61
Cl  2.86  5.30  -2.34
Cl  4.09  4.17  0.19
Cl  1.23  3.69  -0.49
H  2.31  5.70  -0.07
C  -5.18  2.82  -0.70
Cl  -3.42  2.93  -1.02
Cl  -5.88  1.59  -1.67
Cl  -5.84  4.45  -0.98
H  -5.22  2.64  0.37
C  -3.18  -3.29  1.71
Cl  -3.95  -1.87  1.02
Cl  -4.14  -4.73  1.38
Cl  -3.04  -2.98  3.46
H  -2.19  -3.42  1.28
C  -0.67  -4.72  -2.27
Cl  -1.27  -5.39  -0.71
Cl  1.01  -4.16  -2.24
Cl  -1.76  -3.38  -2.73
H  -0.73  -5.53  -2.99
C  -4.67  0.94  -6.92
Cl  -5.91  2.20  -6.67
Cl  -3.92  0.56  -5.34
Cl  -3.44  1.44  -8.05
H  -5.10  0.01  -7.29
C  -0.30  -4.11  -7.26
Cl  -0.23  -3.64  -5.55
Cl  1.03  -5.24  -7.42
Cl  -0.08  -2.63  -8.18
H  -1.30  -4.50  -7.43
C  5.96  -4.07  -2.59
Cl  5.08  -2.68  -1.94
Cl  6.47  -3.74  -4.25
Cl  5.13  -5.65  -2.62
H  6.82  -4.12  -1.93
C  -6.08  -2.44  -1.95
Cl  -5.04  -2.63  -3.43
Cl  -6.56  -4.02  -1.41
Cl  -7.63  -1.61  -2.35
H  -5.54  -1.94  -1.15
C  4.08  -0.05  0.54
Cl  2.91  0.46  1.78
Cl  5.70  0.40  0.84
Cl  3.51  0.75  -0.95
H  4.09  -1.13  0.47

Here are the Löwdin charges for atoms 1 to 99, given in e: 0.56, -0.61, -0.62, 0.58, 0.02, 0.05, 0.01, 0.03, 0.58, -0.68, -0.65, 0.53, 0.06, 0.06, 0.06, 0.06, 0.57, -0.71, -0.69, 0.56, 0.02, 0.02, 0.02, -0.02, 0.53, -0.63, -0.65, 0.54, 0.01, 0.08, 0.07, 0.06, 0.61, -0.70, -0.68, 0.56, 0.01, 0.06, 0.01, 0.07, -1.42, 0.46, 0.45, 0.61, 0.01, -1.60, 0.53, 0.50, 0.58, 0.00, -1.51, 0.57, 0.49, 0.47, -0.01, -1.50, 0.49, 0.54, 0.52, -0.05, -1.45, 0.49, 0.51, 0.51, -0.02, -1.57, 0.47, 0.58, 0.51, -0.04, -1.53, 0.55, 0.52, 0.51, -0.04, -1.46, 0.52, 0.53, 0.49, 0.01, -1.52, 0.52, 0.47, 0.52, 0.02, -1.53, 0.48, 0.53, 0.54, 0.03, -1.52, 0.52, 0.52, 0.50, 0.01, -1.50, 0.47, 0.53, 0.48



Entry 2:
A molecular structure, C23H33F4MnN3O4PSe in a non-equilibrium geometry, computed with the ωB97M-V functional and the def2-TZVPD basis.

The spin multiplicity is 5. The value obtained for the energy relative to the best compared isomer or geometry (same formula, charge and spin) is 4.2 kcal/mol. Its total energy is -153876.6235 eV. The largest force on an atom comes out at 1.069 eV/A. For the frontier orbital gap (spin up / spin down), the calculation gives 0.2396 / 0.3104 hartree.

Geometry (Å):
Mn  -0.85  -0.07  1.24
C  -0.58  -3.35  1.39
N  -1.56  -2.24  1.40
C  -2.44  -2.36  0.22
C  -2.36  -2.32  2.63
C  -3.09  -1.01  2.88
N  -2.13  0.06  2.68
C  -2.22  1.21  3.39
C  -1.08  2.03  3.41
F  -0.01  1.55  2.71
C  -1.00  3.22  4.10
F  0.13  3.94  4.06
C  -2.08  3.67  4.82
C  -3.23  2.91  4.81
F  -4.30  3.33  5.49
C  -3.32  1.72  4.11
F  -4.49  1.06  4.12
H  -1.10  -4.31  1.50
H  0.12  -3.23  2.22
H  -0.04  -3.34  0.45
H  -3.09  -3.24  0.32
H  -1.82  -2.46  -0.67
H  -3.06  -1.47  0.13
H  -1.68  -2.50  3.47
H  -3.06  -3.16  2.57
H  -3.47  -1.02  3.91
H  -3.95  -0.91  2.21
H  -2.03  4.60  5.38
C  0.86  0.28  -4.45
C  -0.13  -0.65  -3.74
C  0.15  -2.10  -4.09
C  -1.56  -0.26  -4.10
O  -0.04  -0.41  -2.31
P  0.88  -1.14  -1.24
O  0.71  -2.60  -1.20
O  0.54  -0.41  0.09
O  2.34  -0.65  -1.66
C  3.57  -1.22  -1.14
C  3.51  -1.39  0.38
C  3.84  -2.57  -1.81
C  4.66  -0.22  -1.52
H  0.97  -0.04  -5.49
H  1.83  0.23  -3.97
H  0.50  1.31  -4.44
H  -0.05  -2.26  -5.15
H  -0.48  -2.77  -3.50
H  1.19  -2.35  -3.88
H  -1.70  -0.26  -5.18
H  -1.78  0.73  -3.71
H  -2.27  -0.96  -3.65
H  2.78  -2.16  0.63
H  3.22  -0.45  0.85
H  4.49  -1.69  0.75
H  3.02  -3.25  -1.60
H  4.77  -2.99  -1.45
H  3.91  -2.44  -2.90
H  4.41  0.77  -1.12
H  4.75  -0.15  -2.60
H  5.61  -0.54  -1.10
Se  -1.96  1.61  -0.09
C  -0.51  2.89  -0.09
C  -0.53  3.92  0.84
C  0.52  4.83  0.85
N  1.53  4.79  -0.01
C  1.53  3.83  -0.92
C  0.54  2.86  -1.00
H  -1.34  4.02  1.54
H  0.54  5.63  1.59
H  2.35  3.82  -1.62
H  0.60  2.08  -1.74

What are the natural (NBO) partial charges on each atom? They are as follows, in elementary charge units: 1.47, -0.44, -0.50, -0.44, -0.22, -0.23, -0.71, 0.09, 0.26, -0.33, 0.36, -0.30, -0.37, 0.35, -0.30, 0.30, -0.31, 0.18, 0.20, 0.28, 0.19, 0.24, 0.21, 0.21, 0.19, 0.22, 0.19, 0.25, -0.64, 0.29, -0.64, -0.62, -0.85, 2.60, -1.15, -1.18, -0.84, 0.29, -0.65, -0.64, -0.62, 0.21, 0.23, 0.21, 0.21, 0.23, 0.22, 0.21, 0.22, 0.21, 0.22, 0.22, 0.22, 0.24, 0.21, 0.21, 0.22, 0.21, 0.21, -0.10, -0.15, -0.28, 0.04, -0.41, 0.04, -0.27, 0.23, 0.19, 0.19, 0.24



Entry 3:
A molecular structure, C23H33FIrN3O4Te, computed with the ωB97M-V functional and the def2-TZVPD basis.

The spin multiplicity is 1. The value obtained for the energy relative to the best compared isomer or geometry (same formula, charge and spin) is 0.0 kcal/mol. Its total energy is -49881.0721 eV. The total charge is +2. The largest force on an atom comes out at 0.746 eV/A. For the frontier orbital gap, the calculation gives 0.2846 hartree.

Geometry (Å):
Ir  -3.08  -1.80  -0.97
F  3.24  -1.80  1.56
C  2.61  -0.75  0.99
C  1.39  -0.96  0.42
C  0.68  0.10  -0.14
C  -0.64  -0.09  -0.70
O  -1.13  -1.27  -0.67
C  -1.31  1.04  -1.19
C  -0.68  2.26  -1.15
N  0.55  2.45  -0.67
C  1.13  3.78  -0.71
C  2.30  4.04  -1.61
C  0.95  4.61  -1.94
C  1.25  1.38  -0.12
C  2.52  1.57  0.45
C  3.21  0.52  1.02
N  4.48  0.76  1.60
C  5.40  -0.34  1.89
C  6.79  0.26  2.20
N  6.86  1.63  1.61
C  5.93  2.57  2.34
C  4.61  1.83  2.58
C  -2.66  0.96  -1.85
O  -3.30  1.98  -2.02
O  -3.00  -0.23  -2.27
H  0.96  -1.95  0.43
H  -1.20  3.12  -1.53
H  1.10  4.28  0.25
H  2.63  3.21  -2.22
H  3.08  4.70  -1.26
H  0.42  4.18  -2.77
H  0.79  5.67  -1.79
H  2.96  2.55  0.43
H  5.47  -0.98  1.01
H  5.09  -0.95  2.74
H  7.59  -0.34  1.79
H  6.96  0.38  3.27
H  6.55  1.58  0.64
H  7.81  1.99  1.62
H  5.82  3.46  1.72
H  6.42  2.85  3.27
H  3.78  2.53  2.50
H  4.58  1.42  3.60
C  -4.62  -4.61  -2.60
Te  -2.86  -3.46  -2.85
C  -3.60  -2.32  -4.47
H  -5.46  -3.93  -2.51
H  -4.51  -5.20  -1.69
H  -4.72  -5.26  -3.46
H  -3.48  -2.91  -5.37
H  -3.03  -1.40  -4.52
H  -4.65  -2.09  -4.29
C  -4.85  -3.26  2.22
C  -4.94  -2.37  0.99
C  -6.37  -2.28  0.46
C  -4.35  -0.99  1.25
O  -4.15  -3.02  -0.05
H  -5.49  -2.88  3.01
H  -3.83  -3.30  2.59
H  -5.18  -4.27  1.97
H  -7.03  -1.88  1.23
H  -6.73  -3.27  0.18
H  -6.41  -1.63  -0.41
H  -4.93  -0.44  2.00
H  -4.38  -0.35  0.34
H  -3.33  -1.07  1.63

What are the natural (NBO) partial charges on each atom? They are as follows, in elementary charge units: 0.99, -0.31, 0.35, -0.21, -0.08, 0.49, -0.65, -0.33, 0.18, -0.32, -0.08, -0.42, -0.40, 0.19, -0.26, 0.14, -0.46, -0.23, -0.24, -0.49, -0.22, -0.24, 0.77, -0.57, -0.75, 0.27, 0.26, 0.23, 0.23, 0.23, 0.24, 0.25, 0.23, 0.24, 0.23, 0.25, 0.23, 0.44, 0.45, 0.23, 0.24, 0.25, 0.21, -0.87, 0.99, -0.87, 0.25, 0.26, 0.25, 0.25, 0.26, 0.25, -0.63, 0.23, -0.63, -0.69, -0.66, 0.23, 0.21, 0.23, 0.23, 0.23, 0.22, 0.27, 0.21, 0.22